106
Properties=species:S:1:pos:R:3 method="wB97M-V/def2-TZVPD" homo_lumo_gap_ha=0.320 multiplicity=1 charge=+1 e_lumo_ha=-0.1133 total_energy_ha=-4532.1087 largest_force_ev_per_a=1.70
Br -6.178 1.234 -3.548
S -4.108 2.435 -1.374
O 0.089 -4.737 1.588
O 7.349 -0.831 5.821
O 6.213 -0.783 1.923
O 3.399 -2.791 2.656
O -7.051 -3.074 0.039
O -2.152 4.816 -2.645
C -0.784 -2.295 -2.215
C 2.974 -1.796 1.730
C 0.678 1.073 -3.790
C -8.407 -2.848 -0.338
C -3.418 1.137 -2.472
C -3.123 5.372 -4.796
C -4.537 0.228 -3.120
C 8.400 -0.372 6.671
C -4.774 -1.029 -2.211
C 7.182 1.335 2.574
C 9.699 -0.243 5.898
C 0.731 3.276 0.399
C -0.311 -0.100 -3.496
C -1.851 5.187 -3.993
C -3.158 2.565 0.203
C -0.756 3.513 -0.007
C -1.614 -1.622 0.182
C -8.836 -1.451 0.062
C 3.794 -1.883 0.459
C -1.101 -2.756 -0.758
C -1.633 2.226 0.077
C 0.719 2.184 -2.671
C 0.171 -1.053 -2.331
C 1.828 1.951 -1.582
C 1.316 1.925 -0.113
C -1.403 -4.843 3.492
C 6.064 0.632 1.832
C -0.569 -5.621 2.492
H 0.644 1.053 0.053
H 1.335 4.088 -0.056
H 1.678 0.627 -3.943
H -3.630 1.902 0.947
H -2.899 5.663 -5.823
H 0.984 3.124 -3.204
H -5.559 -0.801 -1.469
H 3.477 -1.126 -0.265
H 7.610 -1.688 5.474
H -0.775 -4.162 4.072
H -2.264 -0.888 -0.348
H -1.181 4.247 0.716
H -0.262 -3.145 -2.702
H 2.352 1.010 -1.856
H 2.209 1.710 0.518
H 9.580 0.451 5.064
H 7.181 1.049 3.629
H -1.202 -6.284 1.902
H 0.860 3.310 1.500
H -2.708 0.449 -1.986
H -0.231 -3.248 -0.293
H -5.074 -1.919 -2.796
H -5.359 1.995 -0.982
H -9.043 -3.601 0.137
H 1.236 -1.320 -2.490
H 0.655 -4.156 2.107
H -1.919 -3.506 -0.825
H 8.098 0.594 7.074
H -2.645 3.993 -2.674
H 1.916 -1.962 1.514
H 3.689 -2.870 0.003
H -0.429 -0.766 -4.382
H -1.916 -5.516 4.182
H 0.141 -0.439 -1.407
H -9.868 -1.254 -0.232
H -1.416 1.489 -0.724
H -0.801 3.989 -1.000
H -8.185 -0.712 -0.412
H 8.512 -1.073 7.504
H -2.130 -1.990 1.087
H -3.239 3.622 0.526
H -8.747 -1.311 1.142
H 0.315 1.570 -4.714
H -3.840 -1.328 -1.688
H -3.753 6.139 -4.342
H 6.193 -1.016 2.857
H -1.717 -2.043 -2.763
H 10.504 0.116 6.542
H -4.136 -0.141 -4.082
H 9.994 -1.206 5.474
H 8.153 1.047 2.165
H 6.078 0.899 0.775
H -6.995 -2.971 0.993
H 2.581 2.757 -1.673
H 4.853 -1.740 0.677
H 7.079 2.419 2.504
H 0.184 -6.228 3.005
H -2.148 -4.234 2.976
H -1.336 0.272 -3.270
H -3.708 4.446 -4.815
H -1.350 1.710 1.022
H 3.082 -0.812 2.200
H 4.326 -2.631 2.845
H -0.736 -1.044 0.555
H 5.089 0.913 2.247
H -2.941 1.668 -3.322
H -1.281 6.115 -3.959
H -0.306 2.298 -2.270
H -1.218 4.412 -4.440
H -8.475 -2.975 -1.419


115
Properties=species:S:1:pos:R:3 method="wB97M-V/def2-TZVPD" homo_lumo_gap_ha="0.068 / 0.348" multiplicity=2 charge=-1 e_lumo_ha="0.0763 / 0.0751" total_energy_ha=-2210.8599 largest_force_ev_per_a=4.37
O 11.556 -14.344 -23.246
O 13.742 -16.978 -19.982
O 19.141 -16.185 -24.502
O 11.573 -14.481 -30.368
O 9.605 -19.052 -21.440
O 14.184 -16.940 -22.914
O 13.026 -16.963 -30.420
O 9.481 -15.003 -32.416
O 8.239 -16.833 -28.151
O 13.134 -15.449 -27.835
O 7.251 -13.440 -25.066
N 17.019 -15.879 -24.425
N 9.267 -18.743 -28.122
N 12.685 -15.366 -24.846
N 5.303 -14.424 -25.504
N 10.281 -16.912 -21.369
C 13.916 -16.556 -28.118
C 14.831 -12.779 -14.776
C 9.672 -9.420 -24.901
C 9.300 -10.534 -23.974
C 6.506 -13.874 -25.871
C 13.320 -17.542 -29.162
C 6.706 -13.744 -27.421
C 11.662 -12.525 -20.424
C 13.112 -12.907 -18.381
C 10.560 -9.935 -26.087
C 11.083 -8.910 -27.093
C 10.204 -14.629 -30.029
C 12.057 -7.758 -26.667
C 18.046 -16.616 -24.743
C 14.762 -15.932 -21.982
C 9.360 -17.397 -26.117
C 13.895 -15.727 -20.702
C 14.228 -13.473 -16.046
C 10.903 -13.950 -25.538
C 11.131 -18.360 -23.123
C 8.606 -10.001 -22.681
C 9.371 -14.222 -31.266
C 12.018 -12.077 -19.048
C 13.178 -12.652 -16.827
C 11.783 -14.548 -24.420
C 8.912 -17.637 -27.562
C 10.278 -18.146 -21.948
C 17.733 -17.967 -25.246
H 9.939 -13.793 -25.052
H 14.360 -14.927 -20.125
H 17.230 -15.052 -23.883
H 9.447 -18.297 -25.509
H 10.173 -11.142 -23.736
H 7.780 -13.739 -27.609
H 12.496 -18.115 -28.736
H 5.121 -14.540 -24.517
H 14.976 -13.743 -16.791
H 13.176 -11.595 -16.562
H 12.985 -8.162 -26.260
H 12.221 -11.007 -19.101
H 13.754 -14.371 -15.651
H 8.156 -10.801 -22.094
H 8.694 -11.252 -24.527
H 14.778 -15.034 -22.600
H 11.207 -12.971 -25.910
H 9.784 -16.869 -20.491
H 8.971 -15.785 -32.192
H 14.115 -16.991 -27.138
H 6.130 -14.555 -27.866
H 12.766 -15.540 -25.838
H 12.071 -18.748 -22.730
H 18.667 -18.376 -25.631
H 4.676 -14.722 -26.237
H 10.256 -8.756 -24.264
H 10.671 -16.118 -21.856
H 10.164 -8.419 -27.413
H 9.996 -13.963 -29.191
H 12.926 -13.963 -18.577
H 9.932 -15.663 -29.820
H 9.305 -9.322 -22.192
H 15.763 -16.246 -21.688
H 11.352 -13.569 -20.391
H 11.372 -9.426 -28.009
H 14.075 -18.271 -29.454
H 13.643 -17.341 -31.050
H 15.500 -13.505 -14.314
H 10.805 -12.021 -20.870
H 14.248 -17.763 -22.425
H 17.003 -17.987 -26.055
H 16.024 -16.012 -24.533
H 14.068 -12.737 -18.876
H 9.757 -19.394 -27.525
H 10.673 -19.029 -23.852
H 10.703 -14.570 -26.411
H 13.973 -12.628 -14.120
H 11.227 -12.220 -18.313
H 9.700 -13.224 -31.556
H 11.630 -7.253 -25.800
H 9.968 -10.619 -26.695
H 12.243 -7.094 -27.512
H 9.042 -19.002 -29.072
H 8.315 -14.152 -31.004
H 6.373 -12.736 -27.667
H 14.920 -16.203 -28.354
H 13.077 -16.769 -19.322
H 11.883 -15.338 -30.670
H 13.266 -15.818 -24.155
H 13.012 -14.936 -28.637
H 8.818 -8.824 -25.223
H 12.893 -15.412 -20.991
H 10.339 -16.917 -26.143
H 17.434 -18.626 -24.431
H 8.645 -16.775 -25.580
H 12.175 -12.972 -16.546
H 7.705 -9.484 -23.011
H 11.339 -10.649 -25.821
H 12.531 -12.536 -21.082
H 11.258 -17.423 -23.665
H 15.293 -11.822 -15.019


118
Properties=species:S:1:pos:R:3 method="wB97M-V/def2-TZVPD" homo_lumo_gap_ha="0.150 / 0.129" multiplicity=7 charge=-1 e_lumo_ha="0.0500 / 0.0480" total_energy_ha=-3414.4262 largest_force_ev_per_a=5.10
Mn 1.107 2.640 1.348
O 5.104 0.920 -4.308
O -1.024 -2.842 4.725
O -0.594 4.417 -4.940
O -2.275 1.885 -4.963
O 3.520 -6.473 2.606
O -6.330 0.356 2.203
O 2.146 -4.231 1.643
O 1.307 1.429 3.136
O 0.973 1.166 -0.197
O 3.104 2.257 1.393
O -4.299 2.542 2.653
O 1.552 -1.792 6.226
O 3.511 -1.679 -3.941
O -4.932 1.879 -2.092
O -7.414 2.340 -2.821
C 0.184 0.810 3.701
C -3.938 1.158 2.725
C 3.078 -0.441 -4.463
C 3.810 0.707 -3.795
C 3.262 -3.954 2.460
C 2.697 -2.015 -2.766
C 3.480 -5.213 3.311
C -2.466 0.681 -5.733
C 0.389 -2.914 4.404
C 2.367 0.549 2.897
C -0.945 2.021 -4.460
C 3.525 1.346 2.412
C -6.924 1.048 -3.369
C 5.264 1.986 -5.249
C -8.625 2.708 -3.489
C -0.315 5.650 -4.329
C -0.895 -0.580 -0.063
C 2.886 -1.660 6.847
C -0.009 0.453 -0.883
C -0.787 3.469 -3.939
C 1.747 -3.226 0.705
C -4.933 0.062 2.135
C -3.628 1.517 -1.490
C 4.290 2.943 0.881
C 3.749 -7.626 3.327
C -5.600 0.731 -2.587
C -1.975 -2.709 3.560
C 1.409 -3.083 5.597
B -0.977 3.594 1.480
H 2.079 0.003 1.999
H -0.463 -1.483 0.367
H -0.744 1.108 -1.351
H 3.971 0.533 -2.731
H 4.365 0.708 2.137
H 4.183 -3.811 1.894
H -2.872 -2.342 4.061
H -0.471 3.048 2.262
H 5.056 2.186 0.711
H -0.245 0.022 3.082
H 3.987 -8.198 2.430
H -1.200 4.628 1.690
H 4.473 -5.110 3.748
H 3.009 -2.393 7.644
H -1.878 3.034 1.284
H -4.573 -0.950 2.323
H -1.127 6.072 -3.737
H -6.703 1.167 -4.429
H -1.624 -1.964 2.847
H -2.239 -3.625 3.032
H 4.169 3.352 -0.123
H 2.451 -3.039 -0.105
H 2.722 -0.047 3.738
H 2.649 -5.267 4.014
H 0.116 3.535 -3.331
H -0.807 1.219 -3.736
H 6.326 2.117 -5.458
H -3.182 2.375 -0.988
H -5.917 0.025 -1.820
H -3.610 0.719 -0.748
H 4.592 3.764 1.531
H 1.733 -2.451 -3.030
H -0.323 6.266 -5.228
H -3.041 1.144 2.105
H 1.391 -2.386 1.302
H 0.399 -0.014 -1.779
H 2.960 -8.120 3.895
H 3.227 -2.953 -2.599
H 0.595 -1.940 3.960
H 1.051 -3.918 6.199
H 3.939 2.039 3.145
H -1.847 0.637 -6.629
H 3.063 -0.659 7.241
H 4.861 2.872 -4.758
H 2.710 -1.325 -1.922
H 0.660 5.841 -3.878
H -2.886 1.174 -2.211
H 0.500 -3.744 3.706
H -0.649 1.490 3.879
H 0.827 -3.495 0.186
H -1.757 -1.016 -0.567
H -3.502 0.539 -6.039
H 4.976 1.760 -6.276
H 4.705 -7.567 3.847
H -1.634 3.644 -3.276
H 3.680 -1.933 6.152
H 3.169 -3.064 3.081
H 3.361 -0.342 -5.511
H -9.123 3.548 -3.005
H 2.015 -0.204 -4.422
H -0.219 1.862 -5.257
H -3.548 0.884 3.705
H -4.904 0.193 -3.230
H -0.334 3.492 0.620
H -1.349 -0.174 0.841
H 0.381 0.377 4.682
H 3.220 1.617 -3.687
H -4.872 0.124 1.048
H -7.735 0.330 -3.253
H -9.406 1.965 -3.327
H -8.481 2.921 -4.548
H 2.398 -3.400 5.266
H -2.275 -0.227 -5.161